(1)
C5H7I | ωB97M-V/def2-TZVPD

Cartesian coordinates (Å):
1 C -2.1254 -0.0289 -0.4980
2 C -0.7607 -0.0170 -0.8735
3 C 0.6178 0.5384 -0.3845
4 C 0.8413 0.5452 1.0590
5 C 1.4637 -0.4717 0.2396
6 I 0.7983 -2.4748 0.3861
7 H -2.9416 -0.3794 -1.0927
8 H -2.2724 0.2779 0.5253
9 H -0.5830 -0.4917 -1.8585
10 H 0.8062 1.4222 -0.9818
11 H 0.1583 0.3059 1.7997
12 H 1.4704 1.2467 1.4843
13 H 2.5271 -0.4728 0.1950

Summary:
Energy above the lowest of the compared OMol25 structures with the same formula, charge and spin = 109.2 kJ/mol
Total charge = 0
Frontier orbital gap = 9.52 eV
Strongest force on any atom = 5.6 eV/A
SMILES string = C=C[C@H]1C[C@H]1I


(2)
C5H7I3N | ωB97M-V/def2-TZVPD

Cartesian coordinates (Å):
1 C 0.0241 1.6431 -0.7172
2 C -0.8425 1.0613 0.1509
3 C 1.2312 0.7993 -0.8111
4 C 1.1283 -0.3423 0.2611
5 C -1.1768 -1.3894 0.2198
6 N -0.3420 -0.1842 0.7166
7 I -3.1679 -1.2348 1.1913
8 I -1.0817 -1.6624 -1.8814
9 I -0.2594 -3.2151 1.0383
10 H -0.0849 2.6206 -0.9904
11 H -1.8680 1.5438 0.3258
12 H 1.4522 0.4498 -1.7998
13 H 2.1317 1.4215 -0.6200
14 H 1.3102 -1.3228 0.0510
15 H 1.7017 -0.0194 1.1425
16 H -0.1562 -0.1692 1.7226

Summary:
Energy above the lowest of the compared OMol25 structures with the same formula, charge and spin = 0.0 kJ/mol
Total charge = +1
Frontier orbital gap = 8.23 eV
Strongest force on any atom = 5.4 eV/A


(3)
C5H7INO | ωB97M-V/def2-TZVPD

Cartesian coordinates (Å):
1 C 1.1573 -1.1244 -0.3332
2 C -0.8701 -0.1496 -0.1085
3 C -0.1079 -3.0077 0.4754
4 C -1.8894 0.8816 0.1565
5 C 1.4302 1.2054 0.0203
6 N 0.4747 -0.0245 -0.0158
7 O 0.8438 -2.2943 0.3552
8 I -1.6889 -2.0472 -0.9954
9 H 2.2913 -1.0657 -0.4867
10 H -1.8433 1.3570 1.1600
11 H -2.0014 1.5881 -0.6220
12 H -2.9125 0.3466 0.2882
13 H 1.0630 2.1580 0.4639
14 H 2.2991 0.7868 0.5842
15 H 1.7541 1.3899 -0.9423

Summary:
Total charge = +1
Frontier orbital gap (spin up / spin down) = 6.19 / 7.82 eV
Spin multiplicity = 3
Strongest force on any atom = 3.8 eV/A
⟨S²⟩ = 2.01


(4)
C5H7LuO4 | ωB97M-V/def2-TZVPD

Cartesian coordinates (Å):
1 O -0.2833 -0.2714 -1.7110
2 C -1.3422 -0.7167 -2.7549
3 O -1.7363 -1.7811 -2.2596
4 O -1.4805 -1.0603 1.2854
5 C -0.1137 -1.4060 1.6248
6 C 0.7628 -0.1925 1.7914
7 O 1.2237 0.3872 0.5471
8 C 0.4050 1.3415 -0.0886
9 C 0.2908 1.0124 -1.5671
10 Lu -0.7886 -1.9228 -0.3909
11 H -0.0527 -2.0043 2.5564
12 H 1.6830 -0.4625 2.3341
13 H 0.2407 0.6087 2.3598
14 H 0.8419 2.3507 0.0129
15 H -0.5993 1.3516 0.3620
16 H 1.2909 1.0089 -2.0287
17 H -0.3422 1.7566 -2.0731

Summary:
Energy above the lowest of the compared OMol25 structures with the same formula, charge and spin = 120.7 kJ/mol
Total charge = 0
Frontier orbital gap = 6.47 eV
Strongest force on any atom = 2.5 eV/A


(5)
C5H7N | ωB97M-V/def2-TZVPD

Cartesian coordinates (Å):
1 C -0.6335 1.1306 2.3849
2 C 0.3040 1.2289 1.2086
3 C -0.0666 1.0665 -0.0366
4 N -0.3927 0.8147 -1.1997
5 H -0.7589 2.1051 2.8709
6 H -1.6206 0.7745 2.0783
7 H -0.2402 0.4347 3.1334
8 H 1.3516 1.4617 1.3819
9 H -0.7121 1.6257 -1.7307
10 C 0.8893 -3.2018 -2.7044
11 C 0.4965 -2.1224 -2.3451
12 H 1.2381 -4.1591 -3.0241
13 H 0.1450 -1.1591 -2.0175

Summary:
Energy above the lowest of the compared OMol25 structures with the same formula, charge and spin = 339.1 kJ/mol
Total charge = 0
Frontier orbital gap = 9.92 eV
Strongest force on any atom = 0.6 eV/A
SMILES string = CC=C=N.C#C


(6)
C5H7N | ωB97M-V/def2-TZVPD

Cartesian coordinates (Å):
1 C -0.3829 -0.7245 1.7398
2 C -0.2688 -0.0081 0.4393
3 C -0.4162 -0.7387 -0.7713
4 C 0.1631 -0.0094 -1.7679
5 N 0.6376 1.1501 -1.2144
6 C 0.3705 1.1643 0.1355
7 H 0.2834 -1.5672 1.5260
8 H -0.0696 -0.1153 2.5939
9 H -1.3699 -1.1410 1.9628
10 H -0.9374 -1.6842 -0.8528
11 H 0.2713 -0.2234 -2.8192
12 H 1.0218 1.9156 -1.7383
13 H 0.6972 1.9819 0.7665

Summary:
Energy above the lowest of the compared OMol25 structures with the same formula, charge and spin = 34.9 kJ/mol
Total charge = 0
Frontier orbital gap = 9.24 eV
Strongest force on any atom = 1.0 eV/A
SMILES string = Cc1cc[nH]c1


(7)
C5H7N | ωB97M-V/def2-TZVPD

Cartesian coordinates (Å):
1 C 1.1521 -0.2588 0.8495
2 C 0.8633 -0.1766 -0.6443
3 C 0.0643 -1.0761 0.2610
4 N -1.2440 -0.4341 -0.0731
5 C -1.2158 1.0187 0.1561
6 C -0.4995 0.4620 -0.9937
7 H 0.9826 0.5631 1.5420
8 H 1.9937 -0.8810 1.1598
9 H 1.4997 -0.5285 -1.4475
10 H 0.0951 -2.1584 0.2540
11 H -0.6550 1.4711 0.9676
12 H -2.1992 1.4493 -0.0060
13 H -0.8372 0.5493 -2.0252

Summary:
Energy above the lowest of the compared OMol25 structures with the same formula, charge and spin = 362.4 kJ/mol
Total charge = 0
Frontier orbital gap = 9.93 eV
Strongest force on any atom = 0.5 eV/A
SMILES string = C1[C@H]2[C@@H]1N1C[C@@H]21


(8)
C5H7N | ωB97M-V/def2-TZVPD

Cartesian coordinates (Å):
1 C -2.2782 -1.4625 0.0889
2 C -0.8328 -1.4483 0.5165
3 C -0.2173 -0.3902 0.9812
4 N 0.3913 0.6273 1.3231
5 H -2.8755 -2.1085 0.7425
6 H -2.7109 -0.4589 0.1149
7 H -2.3734 -1.8454 -0.9327
8 H -0.2513 -2.3645 0.4528
9 H 0.3765 0.8068 2.3278
10 C 3.0574 2.3597 -1.8423
11 C 2.3315 1.9661 -0.9668
12 H 3.7028 2.7092 -2.6181
13 H 1.6799 1.6091 -0.1878

Summary:
Energy above the lowest of the compared OMol25 structures with the same formula, charge and spin = 338.9 kJ/mol
Total charge = 0
Frontier orbital gap = 9.92 eV
Strongest force on any atom = 0.6 eV/A
SMILES string = CC=C=N.C#C


(9)
C5H7N | ωB97M-V/def2-TZVPD

Cartesian coordinates (Å):
1 C -0.3708 1.0889 1.8313
2 C 0.2576 -0.0463 1.6811
3 N 0.8267 -1.0696 1.3144
4 C 0.7131 -1.2154 -0.1645
5 C -0.4325 -0.4593 -0.7756
6 C -0.2844 0.5052 -1.6747
7 H 0.1706 2.0025 1.6190
8 H -1.4404 1.1105 1.9940
9 H 0.6136 -2.2787 -0.3952
10 H 1.6616 -0.8648 -0.5854
11 H -1.4295 -0.7366 -0.4293
12 H 0.7037 0.8524 -1.9695
13 H -1.1385 0.9822 -2.1449

Summary:
Energy above the lowest of the compared OMol25 structures with the same formula, charge and spin = 236.7 kJ/mol
Total charge = 0
Frontier orbital gap = 10.19 eV
Strongest force on any atom = 0.8 eV/A
SMILES string = C=C=NCC=C


(10)
C5H7N | ωB97M-V/def2-TZVPD

Cartesian coordinates (Å):
1 C 1.1984 -0.5356 -0.2569
2 C -0.1239 -0.0663 -0.8849
3 C -1.2002 -0.5143 0.1013
4 N -0.7693 0.5201 1.0451
5 C -0.0177 1.2139 0.0201
6 C 0.9892 0.4891 0.8626
7 H 1.3385 -1.5940 -0.0139
8 H 2.0366 -0.1921 -0.8765
9 H -0.3047 -0.1068 -1.9604
10 H -1.1745 -1.5422 0.4899
11 H -2.2142 -0.2461 -0.2007
12 H -0.1408 2.2746 -0.1807
13 H 0.3824 0.2996 1.8551

Summary:
Energy above the lowest of the compared OMol25 structures with the same formula, charge and spin = 504.4 kJ/mol
Total charge = 0
Frontier orbital gap = 9.97 eV
Strongest force on any atom = 1.8 eV/A
SMILES string = C1[C@H]2CN3[C@H]2[C@H]13


(11)
C5H7N | ωB97M-V/def2-TZVPD

Cartesian coordinates (Å):
1 C 1.8405 0.1576 -0.2076
2 C 0.4219 0.2361 0.3328
3 C -0.4631 1.4116 0.0442
4 C -1.7210 0.8074 -0.1397
5 C -1.6260 -0.5880 -0.1305
6 N -0.3764 -0.9772 0.0874
7 H 2.3968 -0.6588 0.2693
8 H 1.8599 0.0042 -1.2900
9 H 2.3520 1.0968 0.0147
10 H 0.4693 0.3457 1.4316
11 H -2.6657 1.3250 -0.2785
12 H -2.4105 -1.3314 -0.2593
13 H -0.0633 -1.9341 0.1475

Summary:
Energy above the lowest of the compared OMol25 structures with the same formula, charge and spin = 277.6 kJ/mol
Total charge = 0
Frontier orbital gap = 8.25 eV
Strongest force on any atom = 0.5 eV/A


(12)
C5H7N | ωB97M-V/def2-TZVPD

Cartesian coordinates (Å):
1 C -2.6883 0.3360 -0.0875
2 C -1.3022 0.0028 -0.4100
3 C -0.1161 -0.1473 -0.5757
4 C 1.3173 0.0670 -0.5802
5 C 1.9719 -0.0038 0.7514
6 N 2.3413 -0.9377 -0.3027
7 H -3.4196 -0.1494 -0.7391
8 H -2.8199 1.4205 -0.1793
9 H -2.9143 0.0663 0.9493
10 H 1.6500 0.8230 -1.2854
11 H 1.3443 -0.3747 1.5594
12 H 2.7025 0.7491 1.0348
13 H 1.9331 -1.8519 -0.1349

Summary:
Energy above the lowest of the compared OMol25 structures with the same formula, charge and spin = 283.1 kJ/mol
Total charge = 0
Frontier orbital gap = 9.96 eV
Strongest force on any atom = 0.6 eV/A
SMILES string = CC#C[C@H]1CN1


(13)
C5H7N | ωB97M-V/def2-TZVPD

Cartesian coordinates (Å):
1 C 0.2663 -0.1896 0.4138
2 C 0.5353 1.0475 1.1545
3 C 1.4854 1.2767 -0.0444
4 C -0.3853 -1.0298 -0.1929
5 C -1.4632 -1.4508 -0.9572
6 N 2.7700 1.2711 0.0874
7 H 0.9172 1.1436 2.2417
8 H -0.4042 1.8358 1.1116
9 H 1.1668 1.8270 -0.8072
10 H -1.8403 -1.0318 -1.9410
11 H 3.0597 1.5510 -0.7617
12 H -1.4871 -2.5174 -1.3341
13 H 3.3263 0.9493 0.9399

Summary:
Energy above the lowest of the compared OMol25 structures with the same formula, charge and spin = 654.3 kJ/mol
Total charge = 0
Frontier orbital gap (spin up / spin down) = 7.17 / 7.17 eV
Strongest force on any atom = 8.5 eV/A


(14)
C5H7N | ωB97M-V/def2-TZVPD

Cartesian coordinates (Å):
1 C -0.2629 0.3657 -0.6589
2 C 1.1737 0.3075 -0.4008
3 C -0.2645 -0.3558 0.7967
4 C 0.6607 1.6385 -0.5283
5 C -0.2737 -1.6805 0.9356
6 N -1.3539 0.2999 -1.3773
7 H -1.7983 -0.6082 -1.2333
8 H 1.9278 -0.2465 0.1321
9 H -0.5433 0.3384 1.5829
10 H 0.0644 -2.3297 0.1355
11 H 0.5881 2.3528 0.2926
12 H 0.6953 2.0663 -1.5274
13 H -0.6132 -2.1484 1.8506

Summary:
Energy above the lowest of the compared OMol25 structures with the same formula, charge and spin = 598.5 kJ/mol
Total charge = 0
Frontier orbital gap (spin up / spin down) = 7.66 / 7.66 eV
Strongest force on any atom = 0.4 eV/A


(15)
C5H7N | ωB97M-V/def2-TZVPD

Cartesian coordinates (Å):
1 C 1.4219 0.1532 -0.1250
2 C 0.4704 -1.0188 -0.1166
3 C -0.9492 -0.4666 -0.2870
4 C -0.8883 1.0151 -0.4388
5 N 0.3609 0.9732 0.5517
6 C -0.2422 -0.3580 1.0159
7 H 2.2560 -0.0564 0.5641
8 H 1.8140 0.6034 -1.0404
9 H 0.6478 -2.0786 -0.2665
10 H -1.7107 -1.1616 -0.6155
11 H -1.5529 1.5874 0.2088
12 H -1.0501 1.4078 -1.4665
13 H -0.5776 -0.6000 2.0159

Summary:
Energy above the lowest of the compared OMol25 structures with the same formula, charge and spin = 367.8 kJ/mol
Total charge = 0
Frontier orbital gap = 10.29 eV
Strongest force on any atom = 1.4 eV/A
SMILES string = C1[C@@H]2[C@@H]3CN1[C@H]23


(16)
C5H7N | ωB97M-V/def2-TZVPD

Cartesian coordinates (Å):
1 C 0.4233 -1.7241 -0.2535
2 C 1.6142 -1.2726 0.1380
3 C 1.7731 -0.0385 0.8599
4 N 1.9249 0.9526 1.4413
5 H 0.3415 -2.6598 -0.7974
6 H -0.4868 -1.1656 -0.0600
7 H 2.5300 -1.8174 -0.0713
8 C -1.7623 1.0294 0.2457
9 C -0.9479 1.5478 -0.6680
10 H -2.7511 0.6551 -0.0111
11 H -1.4653 0.9583 1.2901
12 H 0.0398 1.9146 -0.3987
13 H -1.2336 1.6202 -1.7150

Summary:
Energy above the lowest of the compared OMol25 structures with the same formula, charge and spin = 192.2 kJ/mol
Total charge = 0
Frontier orbital gap = 10.66 eV
Strongest force on any atom = 1.2 eV/A
SMILES string = C=CC#N.C=C


(17)
C5H7N | ωB97M-V/def2-TZVPD

Cartesian coordinates (Å):
1 C -0.7256 -0.5573 1.8006
2 C -0.3915 -0.2866 0.4294
3 C -0.9921 0.4828 -0.5426
4 N -0.0257 0.8093 -1.5110
5 C 1.1620 0.3335 -1.1829
6 C 1.0588 -0.3518 0.0599
7 H 0.7706 0.1134 1.2901
8 H -1.7692 -0.3400 2.0320
9 H -0.4085 -1.5304 2.1757
10 H -1.9885 0.8942 -0.5930
11 H -0.2365 1.2931 -2.3722
12 H 1.9791 0.3713 -1.8942
13 H 1.6707 -1.2309 0.2376

Summary:
Energy above the lowest of the compared OMol25 structures with the same formula, charge and spin = 476.7 kJ/mol
Total charge = 0
Frontier orbital gap = 6.79 eV
Strongest force on any atom = 0.5 eV/A


(18)
C5H7N | ωB97M-V/def2-TZVPD

Cartesian coordinates (Å):
1 C 1.8074 -0.0563 -0.1558
2 C 0.4227 -0.1223 -0.0401
3 C -0.4095 -1.2056 -0.3770
4 N -1.6781 -0.7560 -0.3637
5 C -1.7026 0.5777 0.0864
6 C -0.4292 0.9773 0.3384
7 H 1.7120 1.5164 1.1576
8 H 2.4043 -0.9675 -0.1011
9 H 2.3004 0.8058 -0.5876
10 H -0.1631 -2.1701 -0.8064
11 H -2.4877 -1.3555 -0.4599
12 H -2.6606 1.0400 0.2922
13 H 0.8840 1.7161 1.0169

Summary:
Energy above the lowest of the compared OMol25 structures with the same formula, charge and spin = 556.0 kJ/mol
Total charge = 0
Frontier orbital gap (spin up / spin down) = 6.60 / 7.82 eV
Strongest force on any atom = 0.7 eV/A


(19)
C5H7N | ωB97M-V/def2-TZVPD

Cartesian coordinates (Å):
1 C 1.4705 -0.1815 -0.0223
2 C 0.6674 -1.1882 -0.1904
3 C -0.5777 -0.9483 0.3852
4 N -1.4195 -0.1891 -0.6111
5 C -0.7796 0.5964 0.2458
6 C 0.6055 1.1235 -0.0186
7 H 2.5343 -0.0184 -0.3749
8 H 1.3475 -2.0880 -0.2940
9 H -1.0998 -1.6378 0.9695
10 H -2.4103 -0.1082 -0.6030
11 H -1.7478 0.9929 0.8640
12 H 0.5730 1.7713 -0.9944
13 H 0.8366 1.8752 0.6443

Summary:
Energy above the lowest of the compared OMol25 structures with the same formula, charge and spin = 432.6 kJ/mol
Total charge = 0
Frontier orbital gap = 9.47 eV
Strongest force on any atom = 6.4 eV/A
SMILES string = C1=C[C@@H]2N[C@@H]2C1


(20)
C5H7N | ωB97M-V/def2-TZVPD

Cartesian coordinates (Å):
1 C -0.3419 0.9794 -1.4896
2 C -0.2253 0.0790 -0.2941
3 C 0.7697 0.2519 0.8173
4 N 0.6219 -1.0177 1.5195
5 C -0.4091 -1.7776 1.1625
6 C -0.9245 -1.0383 -0.0238
7 H -1.3875 1.0995 -1.7886
8 H 0.0893 1.9723 -1.3282
9 H 0.1861 0.5332 -2.3431
10 H 1.7956 0.5043 0.5243
11 H 1.1797 -1.2132 2.3387
12 H 0.4131 1.0189 1.5160
13 H -1.7671 -1.3917 -0.6109

Summary:
Energy above the lowest of the compared OMol25 structures with the same formula, charge and spin = 214.5 kJ/mol
Total charge = 0
Frontier orbital gap = 8.92 eV
Strongest force on any atom = 0.6 eV/A